*A*
13
Properties=species:S:1:pos:R:3:lowdin_charge:R:1 method="wB97M-V/def2-TZVPD" lumo_ev=0.62 charge=0 smiles=OCCO.O mol_weight_g_mol=80.1
O -0.27 -0.93 -0.80 -0.107
C 0.37 0.28 -1.03 -0.244
C -0.34 1.24 -0.08 -0.292
O 0.05 1.04 1.22 -0.064
H -1.09 -0.92 -1.35 0.129
H 1.46 0.23 -0.87 0.135
H 0.19 0.55 -2.09 0.122
H -0.10 2.31 -0.26 0.125
H -1.43 1.11 -0.26 0.122
H -0.18 0.11 1.45 0.044
O 0.18 -1.61 1.65 -0.077
H 1.16 -1.64 1.71 0.078
H -0.02 -1.77 0.70 0.029

=====

*B*
13
Properties=species:S:1:pos:R:3:lowdin_charge:R:1 method="wB97M-V/def2-TZVPD" lumo_ev=0.44 charge=0 smiles=OCCO.O mol_weight_g_mol=80.1
O 0.00 0.00 0.00 -0.054
C -0.40 -0.69 -1.10 -0.304
C 0.20 -2.11 -0.96 -0.218
O 1.63 -1.89 -0.95 -0.107
H 0.87 -0.34 0.30 0.101
H -1.48 -0.87 -1.25 0.122
H -0.01 -0.21 -2.02 0.118
H -0.05 -2.60 0.00 0.126
H -0.15 -2.77 -1.78 0.117
H 2.02 -1.97 -1.84 0.101
O 5.17 -4.65 -0.36 -0.089
H 5.03 -4.97 -1.28 0.045
H 5.03 -3.68 -0.41 0.043

=====

The data favor *A*; the next most stable structure lies 30.1 kJ/mol above it.

=====

*A*
18
Properties=species:S:1:pos:R:3:lowdin_charge:R:1 method="wB97M-V/def2-TZVPD" lumo_ev=0.51 charge=0 mol_weight_g_mol=130.2
C -0.49 -1.46 -0.32 -0.110
C 0.18 -0.10 -0.32 -0.259
C 1.09 0.35 0.57 -0.245
C 1.34 -0.40 1.75 -0.568
C -0.30 0.97 -1.37 -0.457
H -1.37 -1.16 0.54 0.145
H 0.16 -2.42 0.22 0.135
H -0.93 -1.90 -1.40 0.129
H 1.51 1.33 0.68 0.089
H 2.48 -0.49 1.95 0.101
H 0.77 -1.37 1.82 0.067
H -0.38 0.21 3.19 -0.109
H -2.17 1.41 -2.18 0.218
H -1.85 -0.43 -1.64 -0.034
H 0.12 2.45 -2.69 0.093
N -1.43 0.32 -2.15 0.013
N 0.38 1.92 -1.80 0.107
S 0.90 0.76 3.13 0.686

=====

*B*
18
Properties=species:S:1:pos:R:3:lowdin_charge:R:1 method="wB97M-V/def2-TZVPD" lumo_ev=0.54 charge=0 smiles="C[C@H]1CCN=CN1S" mol_weight_g_mol=130.2
C -0.64 -0.60 -1.91 -0.130
C -0.92 -0.23 -0.48 -0.430
C -1.29 -1.52 0.27 -0.129
C -0.88 -1.24 1.76 -0.251
N 0.45 -0.73 2.03 0.019
C 0.90 0.07 1.10 -0.333
N 0.35 0.53 -0.02 -0.440
S 1.06 1.82 -0.96 0.802
H -1.76 -0.68 -2.20 0.100
H -0.01 -1.70 -1.90 0.150
H -0.19 0.40 -2.53 0.077
H -1.69 0.55 -0.39 0.140
H -2.42 -1.64 0.15 0.138
H -0.66 -2.34 -0.12 0.108
H -1.49 -0.51 2.16 0.080
H -0.96 -2.16 2.35 0.102
H 1.96 0.42 1.35 0.125
H 1.52 1.07 -2.01 -0.127

=====

*C*
18
Properties=species:S:1:pos:R:3:lowdin_charge:R:1 method="wB97M-V/def2-TZVPD" lumo_ev=0.83 charge=0 smiles="CNN(C=S)C1CC1" mol_weight_g_mol=130.2
C 0.08 -0.01 2.07 -0.089
N -0.13 1.08 1.11 -0.066
N 0.42 0.83 -0.14 -0.195
C 1.59 1.41 -0.40 -0.673
S 2.50 1.27 -1.78 0.571
C -0.24 0.05 -1.16 -0.302
C -1.44 -0.79 -0.84 -0.102
C -0.14 -1.44 -1.21 -0.092
H -0.34 -0.97 1.76 0.065
H 1.15 -0.13 2.24 0.083
H -0.39 0.30 3.00 0.082
H -1.14 1.27 0.97 0.131
H 1.91 2.05 0.42 0.069
H -0.24 0.55 -2.11 0.116
H -2.24 -0.81 -1.57 0.100
H -1.75 -0.87 0.21 0.089
H 0.42 -1.87 -0.40 0.098
H -0.03 -1.92 -2.19 0.115

=====

*D*
18
Properties=species:S:1:pos:R:3:lowdin_charge:R:1 method="wB97M-V/def2-TZVPD" lumo_ev=0.93 charge=0 smiles="C=NN1CSC[C@H]1C" mol_weight_g_mol=130.2
C -2.46 -1.17 -0.18 -0.086
N -1.21 -1.14 -0.30 0.006
N -0.49 -0.06 0.04 -0.244
C -1.06 1.15 0.49 -0.508
S 0.16 1.96 1.51 0.854
C 1.50 1.15 0.54 -0.425
C 0.86 0.08 -0.37 -0.453
C 1.71 -1.18 -0.45 -0.057
H -3.04 -2.05 -0.63 0.079
H -3.12 -0.35 0.36 0.086
H -1.33 1.77 -0.36 0.086
H -2.06 0.95 1.02 0.086
H 2.13 0.70 1.29 0.053
H 2.11 2.01 -0.01 0.117
H 0.98 0.55 -1.42 0.153
H 1.16 -1.84 -1.19 0.089
H 1.52 -1.68 0.52 0.095
H 2.65 -0.86 -0.85 0.070

=====

The data favor *C*; the next most stable structure lies 35.7 kJ/mol above it.

=====

*A*
18
Properties=species:S:1:pos:R:3:lowdin_charge:R:1 method="wB97M-V/def2-TZVPD" lumo_ev=0.91 charge=0 smiles="C=NS[C@H]1CN[C@H]1C" mol_weight_g_mol=130.2
C 3.64 -0.09 -0.24 -0.200
N 2.54 0.25 0.25 -0.362
S 1.20 -0.77 -0.06 0.871
C -0.14 0.25 0.73 -0.491
C -0.44 1.59 -0.03 -0.192
N -1.68 0.99 -0.66 -0.002
C -1.57 -0.12 0.33 -0.425
C -1.94 -1.55 -0.11 -0.064
H 4.50 0.52 0.03 0.062
H 3.86 -0.88 -0.99 0.072
H 0.13 0.35 1.79 0.095
H -0.66 2.41 0.71 0.116
H 0.29 1.94 -0.76 0.097
H -1.38 0.63 -1.56 0.085
H -2.16 0.10 1.22 0.129
H -2.98 -1.55 -0.37 0.071
H -1.42 -1.87 -1.00 0.063
H -1.79 -2.21 0.73 0.076

=====

*B*
18
Properties=species:S:1:pos:R:3:lowdin_charge:R:1 method="wB97M-V/def2-TZVPD" lumo_ev=0.66 charge=0 smiles="[H]/N=C(N)/C(C)=C/CS" mol_weight_g_mol=130.2
H -0.05 2.53 2.61 0.036
N -0.10 1.62 2.16 0.121
C 0.41 1.65 0.99 -0.433
N 0.89 2.77 0.27 0.099
C 0.62 0.41 0.18 -0.260
C 1.48 0.51 -1.05 -0.065
C -0.03 -0.67 0.58 -0.154
C -0.05 -2.00 -0.11 -0.530
S -1.58 -2.13 -1.14 0.687
H 0.66 3.70 0.61 0.096
H 0.74 2.71 -0.71 0.056
H 0.91 1.01 -1.85 0.087
H 1.81 -0.46 -1.43 0.074
H 2.39 1.09 -0.84 0.090
H -0.82 -0.52 1.34 0.118
H -0.18 -2.80 0.60 0.059
H 0.85 -2.21 -0.68 0.058
H -1.25 -1.11 -1.98 -0.140

=====

*C*
18
Properties=species:S:1:pos:R:3:lowdin_charge:R:1 method="wB97M-V/def2-TZVPD" lumo_ev="0.07 / 0.07" charge=0 smiles="C=[NH+][S-].CC(C)C#N" mol_weight_g_mol=130.2
C -1.72 -3.26 -2.08 -0.044
N -0.90 -2.51 -1.40 -0.582
S -0.52 -2.50 0.22 0.472
H -2.12 -2.97 -3.03 0.075
H -1.92 -4.29 -1.60 0.110
H -0.71 -1.67 -1.92 0.030
C 0.33 2.78 1.01 -0.064
C 0.30 1.26 0.80 -0.405
C 1.48 0.52 1.42 -0.075
C 0.25 0.83 -0.59 -0.228
N 0.00 0.56 -1.68 0.157
H 1.14 3.36 0.45 0.109
H 0.38 3.25 1.99 0.074
H -0.62 3.05 0.52 0.073
H -0.62 0.76 1.27 0.158
H 1.68 0.75 2.37 0.035
H 2.28 0.67 0.84 0.044
H 1.28 -0.59 1.41 0.062

=====

The data favor *B*; the next most stable structure lies 141.7 kJ/mol above it.